No. 1
Molecular formula: C29H32Cl2N5OPtS
Method: DFT, the ωB97M-V functional and the def2-TZVPD basis

Calculated values
2S+1 ... 1
HOMO level (spin up / spin down) ... -16.1 / -16.1 eV
Frontier orbital gap (spin up / spin down) ... 4.36 / 4.38 eV
LUMO level (spin up / spin down) ... -0.4298 / -0.4293 Eh
Total charge ... +3

Geometry (Å):
1 Pt -0.44 0.21 2.07
2 N -2.17 0.77 1.00
3 C -3.07 1.57 1.88
4 C -3.09 0.93 3.24
5 N -1.69 0.91 3.75
6 H -1.94 1.33 0.16
7 H -2.64 -0.07 0.66
8 H -4.07 1.64 1.45
9 H -2.66 2.57 1.93
10 H -3.44 -0.11 3.18
11 H -3.75 1.46 3.92
12 H -1.62 0.30 4.56
13 H -1.43 1.84 4.07
14 Cl -1.20 -2.21 2.97
15 C 0.33 -2.79 3.58
16 C 0.38 -4.08 4.01
17 C 1.58 -4.59 4.55
18 C 2.70 -3.79 4.66
19 C 2.66 -2.48 4.22
20 Cl 4.05 -1.52 4.35
21 C 1.45 -1.93 3.65
22 S 1.52 -0.31 3.17
23 H -0.50 -4.72 3.95
24 H 1.61 -5.61 4.89
25 H 3.62 -4.18 5.07
26 C 1.70 -4.11 -5.14
27 C 1.44 -3.24 -3.96
28 C 1.87 -1.91 -3.92
29 C 1.64 -1.10 -2.84
30 C 2.14 0.32 -2.88
31 C 0.93 -1.65 -1.72
32 C 0.72 -0.80 -0.62
33 O 0.11 -1.10 0.45
34 C 0.48 -3.01 -1.74
35 C -0.26 -3.63 -0.60
36 C 0.74 -3.76 -2.86
37 H 2.22 -3.57 -5.93
38 H 0.77 -4.50 -5.54
39 H 2.31 -4.97 -4.85
40 H 2.40 -1.52 -4.78
41 H 2.59 0.52 -3.85
42 H 2.91 0.49 -2.12
43 H 1.34 1.04 -2.73
44 H 1.17 0.20 -0.68
45 H -1.20 -3.12 -0.40
46 H 0.33 -3.59 0.32
47 H -0.49 -4.67 -0.82
48 H 0.41 -4.79 -2.89
49 C 1.02 4.32 2.31
50 C 0.62 3.04 2.62
51 N 0.30 2.17 1.65
52 C 0.39 2.53 0.37
53 C 0.77 3.79 -0.03
54 C 1.11 4.70 0.98
55 C 0.92 4.13 -1.44
56 C 0.12 3.86 -2.48
57 C -1.20 3.21 -2.58
58 C -1.86 3.33 -3.80
59 C -3.13 2.80 -3.91
60 N -3.73 2.21 -2.88
61 C -3.03 2.14 -1.76
62 N -1.79 2.58 -1.54
63 H 1.28 5.01 3.11
64 H 0.56 2.69 3.64
65 H 0.15 1.78 -0.38
66 H 1.43 5.70 0.72
67 H 1.80 4.73 -1.66
68 H 0.46 4.26 -3.43
69 H -1.39 3.84 -4.63
70 H -3.69 2.85 -4.83
71 H -3.54 1.67 -0.93

Atom charges from the Löwdin analysis, given in e for atoms 1 to 8: Pt 1.133; N -0.087; C -0.188; C -0.183; N -0.021; H 0.041; H 0.126; H 0.141

No. 2
Molecular formula: C2H4DyO
Method: DFT, the ωB97M-V functional and the def2-TZVPD basis

Calculated values
2S+1 ... 7
HOMO level (spin up / spin down) ... -17.6 / -19.3 eV
Frontier orbital gap (spin up / spin down) ... 6.69 / 7.35 eV
Energy above the lowest of the compared OMol25 structures with the same formula, charge and spin ... 0.0 kcal per mole
LUMO level (spin up / spin down) ... -0.3996 / -0.4376 Eh
Total charge ... +2

Geometry (Å):
1 O 1.34 -0.23 0.48
2 Dy 3.38 -0.01 -0.95
3 C 0.13 -0.33 0.57
4 C -0.91 0.12 -0.35
5 H -0.77 1.19 -0.55
6 H -0.92 -0.46 -1.27
7 H -0.45 -0.39 1.62
8 H -1.81 0.11 0.44

Partial charges, Löwdin, in e: O -0.156; Dy 1.855; C -0.261; C -0.019; H 0.117; H 0.112; H 0.195; H 0.157

No. 3
Molecular formula: C6H14O
Method: DFT, the ωB97M-V functional and the def2-TZVPD basis

Calculated values
2S+1 ... 1
HOMO level ... -8.4 eV
Frontier orbital gap ... 9.57 eV
Energy above the lowest of the compared OMol25 structures with the same formula, charge and spin ... 49.1 kcal per mole
SMILES ... C/C=C/OCCC.[H][H]
LUMO level ... 0.0437 Eh
Total charge ... 0

Geometry (Å):
1 C 1.26 1.02 3.36
2 C 1.08 1.16 1.88
3 C 0.23 0.42 1.17
4 O 0.06 0.60 -0.16
5 C -0.62 -0.44 -0.84
6 C -0.68 -0.06 -2.31
7 C -1.48 -1.04 -3.15
8 H 0.77 0.11 3.73
9 H 2.32 0.96 3.63
10 H 0.83 1.87 3.90
11 H 1.67 1.90 1.35
12 H 2.12 -1.07 0.98
13 H -0.38 -0.36 1.63
14 H 2.21 -1.73 0.65
15 H -1.63 -0.57 -0.43
16 H -0.08 -1.40 -0.71
17 H 0.35 0.02 -2.69
18 H -1.11 0.95 -2.38
19 H -2.53 -1.08 -2.82
20 H -1.08 -2.06 -3.09
21 H -1.48 -0.75 -4.20

Atom charges from the natural (NBO) analysis, given in e for atoms 1 to 8: C -0.630; C -0.278; C 0.134; O -0.519; C -0.054; C -0.413; C -0.608; H 0.208

No. 4
Molecular formula: C5H8ClN2O2
Method: DFT, the ωB97M-V functional and the def2-TZVPD basis

Calculated values
2S+1 ... 1
HOMO level ... -15.4 eV
Frontier orbital gap ... 9.62 eV
Energy above the lowest of the compared OMol25 structures with the same formula, charge and spin ... 43.1 kcal per mole
SMILES ... CC(C)[n+]1[nH]oc(=O)c1Cl
LUMO level ... -0.2116 Eh
Total charge ... +1

Geometry (Å):
1 C -0.59 1.14 -2.66
2 C 0.31 2.30 -3.30
3 C -1.39 -0.43 -0.01
4 C 0.98 -0.22 0.45
5 C -0.02 -0.36 -0.63
6 N 1.43 1.66 -1.42
7 N 0.03 0.72 -1.58
8 O 0.18 2.85 -4.35
9 O 1.32 2.52 -2.47
10 Cl -1.95 0.44 -3.18
11 H -2.15 -0.11 -0.72
12 H -1.53 -1.46 0.13
13 H -1.52 0.23 0.86
14 H 0.75 0.68 1.04
15 H 2.07 -0.07 0.22
16 H 0.97 -1.23 1.09
17 H 0.22 -1.24 -1.20
18 H 1.22 2.08 -0.56

Atom charges from the natural (NBO) analysis, given in e for atoms 1 to 8: C 0.148; C 0.725; C -0.610; C -0.643; C -0.100; N -0.048; N -0.124; O -0.420

No. 5
Molecular formula: C2Cl2N2S
Method: DFT, the ωB97M-V functional and the def2-TZVPD basis

Calculated values
2S+1 ... 1
HOMO level ... -8.9 eV
Frontier orbital gap ... 7.84 eV
Energy above the lowest of the compared OMol25 structures with the same formula, charge and spin ... 136.8 kcal per mole
LUMO level ... -0.0374 Eh
Total charge ... 0

Geometry (Å):
1 C -1.35 0.93 1.07
2 C 0.89 -0.41 -1.45
3 N -0.57 0.06 1.02
4 N 0.54 -0.42 1.15
5 S 1.74 -0.61 0.01
6 Cl -3.00 0.97 1.09
7 Cl 1.75 -0.52 -2.89

Partial charges, natural (NBO), in e: C 0.108; C -0.425; N -0.033; N -0.440; S 0.617; Cl 0.110; Cl 0.063

No. 6
Molecular formula: C21H8ClF8N4O3Ti
Method: DFT, the ωB97M-V functional and the def2-TZVPD basis

Calculated values
2S+1 ... 2
HOMO level (spin up / spin down) ... -8.9 / -9.0 eV
Frontier orbital gap (spin up / spin down) ... 7.53 / 7.44 eV
Energy above the lowest of the compared OMol25 structures with the same formula, charge and spin ... 0.4 kcal per mole
LUMO level (spin up / spin down) ... -0.0498 / -0.0569 Eh
Total charge ... 0

Geometry (Å):
1 Ti 0.32 0.62 0.11
2 Cl -1.92 -3.02 6.06
3 C -1.38 -1.93 4.83
4 C -0.81 -0.70 5.21
5 C -0.37 0.20 4.27
6 C -0.47 -0.10 2.89
7 O -0.07 0.77 2.01
8 C -1.04 -1.35 2.53
9 C -1.19 -1.72 1.16
10 O -0.82 -1.05 0.18
11 C -1.49 -2.25 3.51
12 H -0.73 -0.46 6.26
13 H 0.06 1.15 4.55
14 H -1.67 -2.68 0.95
15 H -1.92 -3.19 3.21
16 N -1.89 3.27 -4.51
17 C -1.14 2.41 -4.33
18 N -0.28 1.40 -4.15
19 C 0.14 1.22 -2.97
20 N 0.55 1.03 -1.88
21 F 6.48 2.78 0.82
22 C 5.39 2.02 0.68
23 C 4.13 2.59 0.66
24 F 3.98 3.91 0.78
25 C 3.04 1.77 0.50
26 F 1.77 2.31 0.47
27 C 3.11 0.39 0.37
28 O 2.01 -0.33 0.22
29 C 4.39 -0.16 0.39
30 F 4.55 -1.48 0.26
31 C 5.51 0.64 0.54
32 F 6.72 0.09 0.56
33 F -5.51 4.81 0.34
34 C -5.22 4.06 -0.74
35 F -6.24 3.20 -0.91
36 F -5.19 4.87 -1.80
37 C -3.92 3.33 -0.54
38 C -2.78 3.70 -1.23
39 C -1.62 2.99 -0.99
40 N -1.55 1.96 -0.14
41 C -2.65 1.63 0.53
42 C -3.86 2.28 0.37
43 H -2.78 4.49 -1.97
44 H -0.71 3.26 -1.51
45 H -2.57 0.80 1.23
46 H -4.73 1.97 0.92

Atom charges from the natural (NBO) analysis, given in e for atoms 1 to 8: Ti 1.601; Cl 0.017; C -0.096; C -0.159; C -0.225; C 0.415; O -0.720; C -0.293

No. 7
Molecular formula: C6H7FN4
Method: DFT, the ωB97M-V functional and the def2-TZVPD basis

Calculated values
2S+1 ... 1
HOMO level ... -9.4 eV
Frontier orbital gap ... 9.89 eV
Energy above the lowest of the compared OMol25 structures with the same formula, charge and spin ... 14.5 kcal per mole
SMILES ... [H]/N=C(/[C@H](F)/C=N/[H])n1ccnc1
LUMO level ... 0.0168 Eh
Total charge ... 0

Geometry (Å):
1 C 2.53 0.56 2.04
2 C 2.02 -0.38 1.19
3 C 0.75 1.44 1.18
4 C -2.07 -0.37 -1.82
5 C -0.07 -0.58 -0.10
6 C -1.56 0.36 -0.63
7 N 1.72 1.69 1.99
8 N -2.08 0.25 -2.95
9 N 0.04 -1.72 -0.55
10 N 0.82 0.07 0.75
11 F -2.47 0.24 0.45
12 H 3.53 0.52 2.53
13 H 2.23 -1.46 1.36
14 H -0.18 1.95 1.22
15 H -2.39 -1.41 -1.63
16 H -1.15 1.33 -0.94
17 H -2.45 -0.11 -3.75
18 H 0.79 -2.38 -0.34

Atom charges from the natural (NBO) analysis, given in e for atoms 1 to 8: C -0.078; C -0.093; C 0.176; C 0.092; C 0.476; C 0.139; N -0.427; N -0.597

No. 8
Molecular formula: C2H13NO4
Method: DFT, the ωB97M-V functional and the def2-TZVPD basis

Calculated values
2S+1 ... 1
HOMO level ... -9.4 eV
Frontier orbital gap ... 9.72 eV
Energy above the lowest of the compared OMol25 structures with the same formula, charge and spin ... 40.4 kcal per mole
SMILES ... NCCO.O.O.O
LUMO level ... 0.0100 Eh
Total charge ... 0

Geometry (Å):
1 C -0.16 -1.18 -2.14
2 O -0.66 -0.21 -3.09
3 C -0.03 -0.61 -0.74
4 N -1.28 -0.32 0.01
5 H -0.86 -2.04 -2.07
6 H 0.88 -1.49 -2.38
7 H 0.05 -0.27 -3.73
8 H 0.56 -1.27 -0.12
9 H 0.50 0.34 -0.69
10 H -1.99 -0.95 -0.35
11 H -1.46 0.63 -0.32
12 H 3.51 0.09 1.49
13 H 4.60 -0.69 1.17
14 O 4.43 0.28 1.28
15 H -3.50 2.20 1.28
16 H -2.46 2.70 0.28
17 O -3.30 2.17 0.36
18 H -0.04 0.71 2.86
19 H 1.09 -0.02 3.50
20 O 0.13 -0.08 3.39

Atom charges from the natural (NBO) analysis, given in e for atoms 1 to 8: C -0.095; O -0.716; C -0.249; N -0.817; H 0.168; H 0.171; H 0.468; H 0.180

The evaluated energy for the records listed, in turn: -79190.7065, -28247.5658, -8494.7627, -24900.9695, -40927.9016, -91389.6451, -15010.4217, -11963.7144 eV.
The evaluated max |F| for the records listed, in turn: 2.5, 4.6, 0.4, 5.2, 2.5, 0.2, 4.8, 2.2 eV/Å.